[1]
{"formula": "C28H22N10O3Ti", "method": "ωB97M-V/def2-TZVPD", "orbital_gap_ev": [6.57, 7.19], "s2": 0.754, "spin_multiplicity": 2, "relative_energy_ev": 0.000, "energy_ha": -2702.9242, "total_charge": 1, "species": ["Ti", "N", "C", "C", "O", "N", "C", "C", "O", "O", "H", "H", "H", "H", "H", "H", "C", "C", "N", "C", "C", "N", "C", "C", "C", "C", "C", "N", "C", "C", "N", "C", "C", "N", "C", "C", "C", "N", "C", "C", "H", "H", "H", "H", "H", "H", "H", "H", "H", "H", "H", "H", "N", "C", "C", "C", "C", "C", "N", "C", "H", "H", "H", "H"], "coordinates": [[-0.228543, 0.192442, 1.231944], [1.066128, -1.002062, 2.691220], [0.849404, -0.528014, 4.080276], [0.401349, 0.934022, 4.069137], [0.663226, 1.667748, 5.003617], [-0.272604, 1.251262, 2.937537], [-0.701330, 2.637394, 2.762266], [-0.701426, 2.991349, 1.271149], [-0.729842, 4.141594, 0.912546], [-0.635247, 1.952155, 0.456540], [1.050982, -2.016235, 2.659994], [1.999023, -0.733906, 2.390426], [1.737413, -0.623366, 4.702606], [0.057263, -1.123082, 4.537878], [-0.059090, 3.334631, 3.300825], [-1.713355, 2.801964, 3.148531], [3.191822, 3.281094, 1.418390], [2.397556, 2.218365, 1.838061], [1.897938, 1.344599, 0.970155], [2.198121, 1.531515, -0.321943], [2.962456, 2.614648, -0.727106], [3.462959, 3.485775, 0.139350], [1.671347, 0.509175, -1.245606], [2.168158, 0.321102, -2.526019], [1.685937, -0.725400, -3.302233], [0.730590, -1.567766, -2.738779], [0.276288, -1.318575, -1.457470], [0.724436, -0.283425, -0.733436], [-0.668651, -2.194265, -0.741758], [-1.246647, -3.336993, -1.290353], [-2.026470, -4.144796, -0.590495], [-2.250784, -3.823721, 0.680172], [-1.726241, -2.668187, 1.230964], [-0.944480, -1.852235, 0.524295], [2.195262, -0.961451, -4.671631], [1.339994, -1.356987, -5.692982], [1.864560, -1.556041, -6.961177], [3.152763, -1.404772, -7.251454], [3.968591, -1.034201, -6.269506], [3.541661, -0.793044, -4.972369], [3.600370, 3.981145, 2.135590], [2.158655, 2.093747, 2.885775], [3.167678, 2.801735, -1.773555], [2.931062, 0.976569, -2.920003], [0.380251, -2.422409, -3.298942], [-1.077464, -3.615249, -2.322467], [-2.870432, -4.494756, 1.260442], [-1.946137, -2.381308, 2.251346], [0.278397, -1.476277, -5.516989], [1.221364, -1.855983, -7.779978], [5.013251, -0.918026, -6.532574], [4.255040, -0.509523, -4.209232], [-5.443935, 0.146895, 5.298839], [-5.015989, 0.250182, 4.238837], [-4.459685, 0.368467, 2.919669], [-5.247274, 0.691794, 1.819209], [-4.641356, 0.781200, 0.579585], [-3.283290, 0.541433, 0.480248], [-2.522932, 0.228804, 1.536343], [-3.100172, 0.155594, 2.733834], [-6.306027, 0.874401, 1.942909], [-5.209641, 1.044298, -0.300527], [-2.773897, 0.631590, -0.471284], [-2.458355, -0.056632, 3.579363]], "forces_ev_per_a": [[0.0, 0.4, 0.4], [-0.1, 0.0, 0.0], [0.0, 0.1, 0.0], [0.0, -0.2, -0.1], [0.0, 0.0, 0.0], [0.1, 0.1, -0.2], [0.0, -0.1, 0.0], [0.0, 0.3, 0.3], [-0.1, -0.1, -0.1], [0.0, -0.2, -0.1], [0.0, 0.0, 0.0], [0.0, 0.0, 0.0], [0.0, 0.0, 0.0], [0.0, 0.0, 0.0], [0.0, 0.0, 0.0], [0.0, 0.0, 0.0], [0.0, 0.0, 0.0], [0.0, 0.0, 0.0], [0.1, 0.0, 0.0], [0.0, 0.0, 0.0], [0.0, 0.0, 0.0], [0.0, 0.0, 0.0], [0.0, 0.0, 0.0], [0.0, 0.0, 0.0], [0.0, 0.0, 0.0], [-0.1, 0.0, 0.0], [0.2, 0.1, -0.1], [-0.1, -0.1, 0.1], [-0.2, -0.1, 0.1], [0.0, -0.1, -0.1], [0.0, 0.0, 0.0], [0.0, 0.0, -0.1], [0.0, 0.0, 0.1], [0.1, -0.1, -0.1], [0.0, 0.0, 0.0], [0.0, 0.0, 0.0], [0.0, 0.0, 0.0], [0.0, 0.0, 0.0], [0.0, 0.0, 0.0], [0.0, 0.0, 0.0], [0.0, 0.0, 0.0], [0.0, 0.0, 0.0], [0.0, 0.0, 0.0], [0.0, 0.0, 0.0], [0.0, 0.0, 0.0], [0.0, 0.0, 0.0], [0.0, 0.0, 0.0], [0.0, 0.0, 0.0], [0.0, 0.0, 0.0], [0.0, 0.0, 0.0], [0.0, 0.0, 0.0], [0.0, 0.0, 0.0], [0.0, 0.0, 0.0], [0.0, 0.0, 0.0], [0.0, 0.0, 0.0], [0.0, 0.0, 0.0], [0.0, 0.0, 0.0], [0.0, 0.0, 0.0], [0.1, 0.0, -0.1], [0.0, 0.0, 0.0], [0.0, 0.0, 0.0], [0.0, 0.0, 0.0], [0.0, 0.0, 0.0], [0.0, 0.0, 0.0]], "mulliken_spin": [0.8880, 0.0218, 0.0183, -0.0018, -0.0025, -0.0721, 0.0134, 0.0054, 0.0020, 0.0019, 0.0038, 0.0027, 0.0003, -0.0033, -0.0010, -0.0001, 0.0034, 0.0092, -0.0012, 0.0065, 0.0004, 0.0009, 0.0244, -0.0115, 0.0082, -0.0144, 0.0196, -0.0319, 0.0118, -0.0015, 0.0082, 0.0059, 0.0328, 0.0067, 0.0045, 0.0029, -0.0008, 0.0021, -0.0009, 0.0031, 0.0001, 0.0004, 0.0003, -0.0009, -0.0012, -0.0001, 0.0000, -0.0037, 0.0001, 0.0000, 0.0000, 0.0003, -0.0008, 0.0003, -0.0029, 0.0038, -0.0024, 0.0311, 0.0033, 0.0216, 0.0001, 0.0000, -0.0038, -0.0108]}

=====

[2]
{"formula": "C30H70N10O10", "method": "ωB97M-V/def2-TZVPD", "orbital_gap_ev": 8.43, "smiles": "CNC(C)=O.CNC(C)=O.CNC(C)=O.CNC(C)=O.CNC(C)=O.CNC(C)=O.CNC(C)=O.CNC(C)=O.CNC(C)=O.CNC(C)=O", "relative_energy_ev": 5.950, "energy_ha": -2485.0535, "total_charge": 0, "species": ["C", "C", "O", "N", "C", "H", "H", "H", "H", "H", "H", "H", "C", "C", "O", "N", "C", "H", "H", "H", "H", "H", "H", "H", "C", "C", "O", "N", "C", "H", "H", "H", "H", "H", "H", "H", "C", "C", "O", "N", "C", "H", "H", "H", "H", "H", "H", "H", "C", "C", "O", "N", "C", "H", "H", "H", "H", "H", "H", "H", "C", "C", "O", "N", "C", "H", "H", "H", "H", "H", "H", "H", "C", "C", "O", "N", "C", "H", "H", "H", "H", "H", "H", "H", "C", "C", "O", "N", "C", "H", "H", "H", "H", "H", "H", "H", "C", "C", "O", "N", "C", "H", "H", "H", "H", "H", "H", "H", "C", "C", "O", "N", "C", "H", "H", "H", "H", "H", "H", "H"], "coordinates": [[-29.138111, 21.529574, -16.176421], [-30.184488, 22.390703, -16.922187], [-29.867872, 23.013270, -17.903066], [-31.456330, 22.395179, -16.460761], [-32.596268, 23.260347, -16.920822], [-29.211745, 20.503290, -16.536149], [-29.163983, 21.365853, -15.099087], [-28.191088, 21.872882, -16.592809], [-31.487936, 22.153156, -15.480696], [-32.168332, 24.017222, -17.578177], [-33.203791, 23.739253, -16.152916], [-33.358032, 22.631652, -17.381855], [-32.425212, 23.607188, -11.725578], [-31.072468, 23.040553, -12.037667], [-30.707393, 22.613037, -13.134560], [-30.167023, 23.182374, -11.078834], [-28.848277, 22.620064, -11.263733], [-32.742142, 23.916295, -12.721630], [-32.331097, 24.387525, -10.970391], [-33.095924, 22.765083, -11.554960], [-30.256530, 23.807692, -10.290747], [-28.342849, 23.367146, -11.875715], [-28.787392, 21.638065, -11.732859], [-28.411605, 22.595411, -10.265324], [-33.577114, 20.575217, -13.882726], [-34.519064, 19.677929, -13.070220], [-35.670718, 20.047761, -12.919191], [-33.925233, 18.439383, -12.802638], [-34.616943, 17.489131, -11.908249], [-32.786998, 20.977134, -13.248479], [-34.121815, 21.404003, -14.334947], [-33.171287, 19.978650, -14.699735], [-33.023290, 18.170275, -13.168927], [-35.489812, 16.904654, -12.199104], [-34.767324, 17.987415, -10.950541], [-33.924775, 16.651485, -11.822543], [-37.228933, 29.643837, -20.891840], [-37.091811, 29.289369, -19.357374], [-37.719574, 28.366373, -18.977679], [-36.502156, 30.105433, -18.521954], [-36.517760, 29.923747, -17.042061], [-38.212719, 30.102396, -20.991879], [-37.244937, 28.778318, -21.554194], [-36.505802, 30.327766, -21.336172], [-36.066568, 30.943328, -18.880124], [-36.226766, 28.933006, -16.692978], [-37.570961, 29.791216, -16.794473], [-36.308814, 30.767920, -16.384944], [-37.577263, 31.187844, -11.632875], [-37.941308, 30.954442, -13.052587], [-37.528192, 31.625726, -14.026281], [-38.827343, 29.985789, -13.230624], [-39.414593, 29.646398, -14.534020], [-37.551256, 32.239710, -11.348276], [-36.551493, 30.890860, -11.414494], [-38.166367, 30.581808, -10.944558], [-39.134005, 29.478670, -12.412774], [-40.447780, 29.308680, -14.452886], [-38.769715, 28.835691, -14.873112], [-39.485169, 30.522125, -15.179167], [-36.562588, 26.739194, -11.369634], [-36.410876, 27.485764, -10.077420], [-35.285992, 27.772580, -9.661094], [-37.514711, 27.961783, -9.502448], [-37.545221, 28.897594, -8.359385], [-36.590139, 25.690174, -11.074881], [-35.828079, 26.995598, -12.133083], [-37.461576, 27.011443, -11.922631], [-38.423079, 27.863554, -9.932915], [-36.873418, 28.711069, -7.521544], [-38.574100, 29.094131, -8.057936], [-37.282847, 29.865701, -8.786036], [-35.867766, 24.239911, -13.894491], [-36.225896, 24.722920, -15.234694], [-35.521696, 24.404181, -16.255973], [-37.252584, 25.562856, -15.309738], [-37.849486, 26.165554, -16.494250], [-34.971577, 24.761460, -13.558451], [-35.691257, 23.172792, -13.759635], [-36.517640, 24.652261, -13.122656], [-37.753696, 25.446781, -14.440532], [-37.683707, 27.242571, -16.468251], [-38.926496, 25.998213, -16.482170], [-37.430344, 25.819195, -17.438952], [-44.911094, 26.253020, -17.831028], [-43.428310, 25.941757, -17.888194], [-42.996939, 24.773582, -17.924325], [-42.637283, 27.039652, -17.709197], [-41.233488, 27.064117, -17.708264], [-45.374547, 26.188480, -16.846575], [-45.185540, 25.357652, -18.388797], [-45.219156, 27.138743, -18.386615], [-43.108353, 27.925041, -17.589643], [-40.823069, 26.825238, -16.727150], [-40.961041, 28.099252, -17.914110], [-40.750931, 26.366564, -18.392853], [-41.760905, 24.519866, -12.955161], [-41.980575, 25.597927, -14.046675], [-40.994594, 26.015072, -14.550287], [-43.206105, 26.022913, -14.357291], [-44.446223, 25.549169, -13.605256], [-42.154623, 24.935853, -12.027788], [-40.707880, 24.266835, -12.831781], [-42.257086, 23.558656, -13.089263], [-43.234190, 26.731565, -15.076409], [-44.908136, 24.707405, -14.121178], [-45.086420, 26.429275, -13.665684], [-44.449220, 25.581126, -12.515731], [-38.068941, 18.487153, -14.639040], [-37.487365, 19.124207, -15.846330], [-37.884742, 18.832584, -16.976666], [-36.564908, 20.118993, -15.688420], [-36.055375, 21.015013, -16.663506], [-38.753218, 19.053192, -14.007008], [-37.280671, 17.992314, -14.071717], [-38.803745, 17.727077, -14.904466], [-36.325774, 20.298888, -14.723766], [-35.145172, 21.487027, -16.293602], [-36.867659, 21.710130, -16.875892], [-35.805363, 20.437113, -17.553249]], "forces_ev_per_a": [[-0.2, -0.5, -1.0], [-0.2, 0.1, 0.7], [0.6, 0.4, -1.1], [-1.3, 0.1, 1.6], [0.9, -0.7, -0.2], [-0.3, -0.1, -0.4], [-0.2, 0.9, 0.1], [0.1, 0.1, 0.6], [-0.2, -0.2, 0.1], [-0.4, -0.2, -0.2], [0.7, 0.0, 0.6], [0.3, 0.1, -0.7], [0.3, -0.8, -1.5], [0.5, 1.0, -0.9], [-1.0, -0.6, 0.2], [0.6, -0.9, 1.3], [0.5, 1.2, 0.3], [-0.3, 0.8, 0.2], [-0.7, -0.2, -0.1], [-0.1, 0.2, 0.8], [-0.5, -0.3, -0.2], [0.7, -0.5, -0.1], [-0.5, 0.2, 0.1], [0.3, -0.2, -0.2], [-0.2, -0.2, 0.3], [1.8, -0.1, -2.4], [0.2, -1.1, 1.4], [-2.9, 0.7, 0.7], [1.4, -0.5, 0.1], [0.2, -0.1, -0.2], [-0.1, -0.1, 0.2], [0.3, 0.1, 0.0], [-0.3, 0.5, 0.0], [-0.5, 1.0, -0.7], [-0.2, -0.4, 0.0], [0.4, 0.2, 0.7], [0.4, 0.4, 0.6], [-0.5, 1.3, -3.4], [-1.8, -3.5, 1.4], [2.5, 2.5, 2.1], [-2.5, -0.8, -0.5], [0.0, 0.1, 0.1], [0.1, -0.3, 0.6], [0.2, 0.2, 0.4], [0.0, -0.3, 0.1], [1.3, 0.3, -0.3], [-0.5, 0.2, -0.1], [1.0, 0.0, -0.7], [1.1, 0.0, 1.1], [0.7, 1.9, -2.2], [-0.3, -0.9, 1.8], [-1.7, -0.8, 0.1], [0.3, -0.2, 0.6], [-0.5, 0.0, -0.2], [0.2, -0.2, -0.4], [-0.3, 0.3, 0.0], [-0.1, 0.1, -0.3], [0.2, -0.3, 0.5], [-0.4, 0.1, -1.0], [0.7, -0.1, 0.0], [-0.8, -0.1, -0.3], [2.3, 1.6, -0.7], [-0.8, -0.5, 0.2], [-1.8, 0.3, 1.5], [0.2, 0.9, -1.2], [0.1, -0.2, -0.6], [0.7, -0.3, 0.7], [-0.6, -0.3, 0.4], [0.4, -0.4, -0.2], [-0.2, -0.5, -0.3], [0.0, -0.7, 0.3], [0.5, 0.3, 0.2], [0.4, 0.5, 1.9], [2.9, -1.1, -4.7], [-1.7, 0.7, 2.7], [-0.5, -0.4, 0.9], [-0.1, 0.4, 0.2], [0.6, -0.2, -0.5], [-0.3, 0.1, -0.3], [-0.7, -0.6, 0.0], [-0.9, 0.9, -0.4], [0.0, 0.0, -0.1], [0.1, -0.1, 0.0], [0.2, -0.3, 0.4], [0.2, -1.3, -1.2], [1.1, -0.7, 1.8], [-0.7, 2.2, -0.3], [-1.8, -0.4, -0.4], [1.8, 0.3, 0.5], [0.3, 0.1, 0.1], [-1.1, 0.2, 0.0], [0.1, 0.0, 0.2], [0.0, -0.3, -0.2], [-0.1, 0.0, 0.1], [0.5, -0.2, -0.3], [-0.4, 0.2, -0.3], [-0.9, 0.2, 0.2], [-0.4, -2.7, 2.0], [2.8, 1.9, -1.9], [-1.7, -1.1, 1.9], [0.3, 2.5, -1.6], [0.1, -0.1, 0.3], [0.0, 0.5, -0.2], [-0.4, 0.2, -0.3], [-0.3, -0.1, 0.1], [0.1, -0.1, 0.6], [-0.6, -0.1, -0.8], [1.1, -1.1, 0.0], [-0.7, -1.3, 0.8], [-0.4, 1.4, -2.4], [0.2, -0.1, 0.6], [-0.2, -1.5, 2.6], [-0.4, -0.4, -0.8], [0.8, 1.0, 0.2], [-0.1, 0.2, 0.4], [0.5, -0.4, -0.8], [0.0, 0.1, 0.0], [-0.3, 0.2, 0.0], [0.5, 0.5, -0.5], [-0.1, 0.2, -0.2]], "lowdin_charge": [-0.0012, -0.5671, 0.0412, 0.0206, -0.0402, 0.0708, 0.0574, 0.0760, 0.0821, 0.0831, 0.0496, 0.0645, 0.0158, -0.5727, 0.0167, -0.0058, -0.0682, 0.0775, 0.0893, 0.0830, 0.1402, 0.0913, 0.0893, 0.0832, -0.0034, -0.5030, 0.0272, 0.0152, -0.0774, 0.0603, 0.0576, 0.0912, 0.1312, 0.0748, 0.0855, 0.0760, 0.0060, -0.5993, 0.0601, 0.0299, -0.0393, 0.0724, 0.0732, 0.0601, 0.1358, 0.0766, 0.0496, 0.0817, -0.0032, -0.5533, 0.0044, 0.0062, -0.0408, 0.0940, 0.0917, 0.0573, 0.1219, 0.0786, 0.0750, 0.0887, -0.0136, -0.5719, 0.0312, 0.0059, -0.0545, 0.0867, 0.0916, 0.0655, 0.1256, 0.0896, 0.0816, 0.0656, 0.0004, -0.5180, -0.0226, 0.0319, -0.0309, 0.0836, 0.0823, 0.0490, 0.1189, 0.0483, 0.0623, 0.0967, -0.0100, -0.5369, 0.0293, -0.0158, -0.0931, 0.0720, 0.0835, 0.0781, 0.1313, 0.0395, 0.0926, 0.1030, 0.0010, -0.5892, 0.0420, 0.0484, -0.0451, 0.0678, 0.0739, 0.0794, 0.1202, 0.0861, 0.0709, 0.0797, -0.0138, -0.5356, 0.0219, -0.0028, -0.0705, 0.0860, 0.0682, 0.0795, 0.0729, 0.0549, 0.0944, 0.0918]}